16
Properties=species:S:1:pos:R:3:forces:R:3:nbo_charge:R:1 method="wB97M-V/def2-TZVPD" smiles="O=C1C=C[C@H]2C(=O)C=C[C@@H]12" relative_energy_ev=4.020
O 2.723 -0.683 -0.016 2.703 -0.786 -1.020 -0.52
C 1.750 -0.026 -0.083 -2.522 1.748 1.834 0.58
C 1.438 1.426 -0.371 -3.867 -1.971 0.839 -0.33
C 0.098 1.699 -0.147 2.944 -0.437 -2.527 -0.07
C -0.397 0.554 0.635 -4.834 1.702 3.731 -0.36
C -1.812 -0.093 0.234 0.117 5.323 -2.641 0.56
O -2.703 0.686 -0.145 0.808 -2.477 1.516 -0.51
C -1.451 -1.372 -0.323 -2.818 -1.378 -1.102 -0.36
C -0.213 -1.661 -0.278 6.400 -0.166 2.288 -0.05
C 0.450 -0.561 0.552 2.889 -1.186 -4.081 -0.39
H 1.934 2.119 -0.881 2.829 2.363 -2.034 0.21
H -0.375 2.567 -0.721 0.194 -1.283 1.768 0.26
H -0.313 0.982 1.694 -0.943 -0.727 -0.934 0.26
H -1.938 -1.977 -1.001 -2.563 -0.915 -0.837 0.23
H 0.563 -2.514 -0.510 -2.395 1.525 -0.258 0.26
H 0.787 -0.996 1.390 1.058 -1.335 3.458 0.24

=====

69
Properties=species:S:1:pos:R:3:forces:R:3:nbo_charge:R:1 method="wB97M-V/def2-TZVPD" total_charge=+2 relative_energy_ev=1.034
Ir 0.527 -0.118 0.994 -1.667 0.759 -1.021 1.20
Cl -0.232 2.351 7.523 -0.004 0.013 0.011 0.05
C -0.207 1.365 6.108 -0.028 -0.096 0.007 -0.04
C -0.652 0.070 6.162 0.008 0.055 0.013 -0.20
C -0.611 -0.754 5.026 -0.046 -0.442 -0.196 -0.23
I -1.279 -2.724 5.082 0.026 0.141 0.121 0.24
C -0.115 -0.293 3.821 -0.051 -0.105 0.359 0.33
O -0.001 -1.040 2.750 0.550 -0.808 -1.219 -0.69
C 0.267 1.051 3.756 -0.015 0.192 0.175 0.08
N 0.638 1.485 2.525 0.296 -0.383 -1.328 -0.45
C 1.060 2.727 2.389 0.124 0.075 -0.149 0.04
C 1.151 3.616 3.465 -0.003 -0.008 0.130 -0.22
C 0.751 3.207 4.713 0.002 -0.041 -0.163 -0.10
C 0.265 1.896 4.889 0.071 0.252 0.047 -0.10
H -1.031 -0.325 7.094 0.006 -0.013 -0.007 0.26
H 1.347 3.044 1.393 0.079 -0.073 0.028 0.19
H 1.553 4.607 3.309 -0.042 0.008 -0.050 0.24
H 0.811 3.876 5.561 -0.020 -0.011 0.015 0.26
N -3.108 3.657 -1.139 0.090 -0.067 0.139 -0.68
C -1.887 3.383 -0.269 0.347 -0.043 0.178 -0.04
C -0.668 3.065 -1.119 -0.047 -0.107 -0.413 -0.44
C -0.619 1.619 -1.682 -0.149 0.232 0.163 -0.06
N 0.525 0.894 -1.099 0.654 -0.588 0.832 -0.80
C -1.884 0.812 -1.425 0.016 0.029 0.136 -0.44
C -2.379 0.879 0.024 0.183 0.277 -0.221 -0.06
N -1.658 -0.139 0.791 1.006 -0.017 0.998 -0.77
C -2.140 2.249 0.696 -0.424 -0.237 0.030 -0.46
H -2.938 4.439 -1.775 -0.044 -0.017 -0.024 0.45
H -3.926 3.883 -0.567 0.006 0.026 -0.009 0.45
H -3.331 2.827 -1.692 -0.085 0.087 -0.081 0.44
H -1.710 4.307 0.280 -0.120 0.056 -0.043 0.25
H 0.193 3.201 -0.464 -0.032 0.115 -0.026 0.25
H -0.565 3.791 -1.929 0.066 0.011 0.024 0.24
H -0.498 1.686 -2.765 0.225 -0.093 0.014 0.22
H 1.394 1.383 -1.297 0.017 -0.018 0.010 0.40
H 0.598 -0.033 -1.528 0.079 0.090 -0.245 0.43
H -1.682 -0.238 -1.649 -0.105 -0.006 -0.168 0.28
H -2.666 1.104 -2.134 -0.007 -0.015 0.005 0.21
H -3.448 0.653 0.023 0.036 -0.174 0.117 0.22
H -1.731 -1.072 0.346 -0.280 0.026 0.002 0.46
H -2.039 -0.228 1.732 0.060 -0.063 0.033 0.42
H -1.223 2.147 1.276 -0.092 0.194 0.084 0.27
H -2.947 2.489 1.392 0.031 -0.018 0.041 0.24
N 0.370 -3.468 -6.700 0.020 0.079 0.075 -0.77
C 0.247 -3.349 -5.353 -0.035 0.086 -0.061 0.22
C 1.295 -3.731 -4.498 0.015 -0.010 -0.035 -0.26
C 1.164 -3.626 -3.134 -0.065 -0.145 0.111 -0.17
C -0.016 -3.120 -2.589 -0.050 0.197 0.163 -0.38
C -1.055 -2.708 -3.424 0.048 -0.057 0.034 -0.19
C -0.929 -2.821 -4.791 0.078 -0.029 0.016 -0.27
S -0.253 -3.001 -0.854 -0.098 -0.059 -0.404 2.34
O -1.576 -2.422 -0.680 0.009 0.129 0.161 -1.00
O 0.057 -4.214 -0.184 0.221 0.012 0.046 -0.87
N 0.752 -1.759 -0.368 -0.517 0.628 0.876 -0.92
C 2.084 -1.902 -0.147 0.502 -0.405 -0.478 0.57
N 2.554 -0.823 0.503 -0.745 0.467 1.099 -0.53
C 3.856 -0.774 0.792 0.107 0.246 0.251 0.12
C 4.701 -1.794 0.424 -0.062 -0.055 -0.101 -0.32
C 4.119 -2.873 -0.240 -0.091 0.118 -0.025 0.15
N 2.829 -2.916 -0.547 0.022 -0.246 0.038 -0.47
H 1.183 -3.889 -7.109 -0.033 -0.037 -0.012 0.41
H -0.408 -3.269 -7.301 0.026 -0.047 -0.038 0.40
H 2.204 -4.133 -4.927 0.006 -0.017 0.027 0.22
H 1.957 -3.944 -2.471 0.001 -0.057 -0.079 0.26
H -1.971 -2.343 -2.980 -0.043 -0.009 -0.080 0.23
H -1.743 -2.528 -5.443 -0.023 -0.006 0.029 0.22
H 4.209 0.096 1.330 -0.034 -0.001 0.023 0.22
H 5.757 -1.759 0.643 -0.007 -0.007 0.032 0.26
H 4.707 -3.733 -0.538 0.034 0.028 -0.019 0.23

=====

| no. | HOMO-LUMO gap (eV) | E (Eh) |
| --- | --- | --- |
| 1 | 9.239 | -458.784691 |
| 2 | 6.578 | -2893.796527 |